(1)
The following is a DFT calculation (the ωB97M-V functional and the def2-TZVPD basis) of a single C19H31N3O4 molecule in a non-equilibrium geometry.

As for the HOMO-LUMO gap: 9.70 eV. The HOMO energy comes out at -0.33522 Ha. The calculation puts the electronic energy at -1207.878617 Ha. As for the largest force on an atom: 1.1 eV/Å. The structure (SMILES) is C=C(C)CC(=O)N[C@H]1C[C@H]2CC[C@@H]([C@H]1C)N2C(=O)C(C)(C)NC(=O)OC. Its energy above the lowest of the compared OMol25 structures with the same formula, charge and spin is 8.8 kcal/mol. The lowest unoccupied orbital energy is 0.58 eV.

Structure (ORCA input):
```
! wB97M-V def2-TZVPD RIJCOSX def2/J DEFGRID3
* xyz 0 1
C -3.236 -7.731 0.562
C -2.156 -7.622 1.329
C -0.766 -7.860 0.815
C -2.242 -7.203 2.772
C -1.721 -5.784 2.997
O -0.984 -5.497 3.923
N -2.161 -4.881 2.089
C -1.722 -3.491 2.116
C -0.340 -3.314 1.467
C -0.403 -3.148 -0.052
C -1.180 -4.250 -0.779
C -2.636 -3.732 -0.799
C -2.588 -2.400 -0.032
C -2.757 -2.541 1.490
C -4.192 -2.863 1.883
N -1.220 -1.949 -0.363
C -0.618 -0.733 -0.136
O 0.559 -0.589 -0.422
C -1.358 0.552 0.335
C -0.882 0.818 1.766
C -0.886 1.703 -0.563
N -2.813 0.502 0.205
C -3.770 0.584 1.164
O -3.630 0.549 2.364
O -4.984 0.683 0.561
C -6.085 0.788 1.467
H -4.230 -7.570 0.964
H -3.161 -8.006 -0.483
H -0.313 -8.708 1.333
H -0.759 -8.060 -0.255
H -0.125 -6.996 1.015
H -3.275 -7.243 3.125
H -1.640 -7.852 3.408
H -2.681 -5.239 1.305
H -1.630 -3.249 3.176
H 0.143 -2.424 1.881
H 0.289 -4.165 1.737
H 0.597 -3.012 -0.453
H -0.803 -4.354 -1.796
H -1.073 -5.216 -0.289
H -2.955 -3.545 -1.824
H -3.363 -4.427 -0.375
H -3.334 -1.712 -0.414
H -2.530 -1.558 1.907
H -4.536 -3.814 1.471
H -4.292 -2.916 2.967
H -4.865 -2.083 1.520
H 0.203 0.906 1.732
H -1.311 1.745 2.142
H -1.153 0.023 2.456
H 0.197 1.775 -0.548
H -1.199 1.542 -1.597
H -1.326 2.634 -0.204
H -3.165 0.636 -0.730
H -6.972 0.838 0.843
H -6.129 -0.079 2.124
H -5.996 1.686 2.075
*
```

=====

(2)
The following is a DFT calculation (the ωB97M-V functional and the def2-TZVPD basis) of 2 unconnected molecules or ions with the total composition C19H32F13N3O3P in a non-equilibrium geometry.

As for the HOMO-LUMO gap: 8.47 eV. The HOMO energy comes out at -0.45914 Ha. The calculation puts the electronic energy at -2772.494879 Ha. As for the largest force on an atom: 1.1 eV/Å. The lowest unoccupied orbital energy is -4.03 eV.

Structure (ORCA input):
```
! wB97M-V def2-TZVPD RIJCOSX def2/J DEFGRID3
* xyz 1 1
C 1.922 -5.196 0.931
C 0.553 -4.523 1.088
N 0.519 -3.219 0.412
C 0.557 -2.055 0.956
N 0.624 -1.950 2.340
P -0.895 -1.761 3.138
O -1.472 -0.421 3.015
N 0.574 -0.865 0.223
C -0.738 -0.420 -0.232
C -1.333 -1.248 -1.385
C -2.637 -1.944 -1.040
F -2.759 -2.165 0.298
F -2.610 -3.188 -1.610
C -3.919 -1.284 -1.599
F -4.963 -2.082 -1.344
F -3.762 -1.225 -2.939
C -4.149 0.161 -1.080
F -3.722 0.278 0.199
F -3.328 0.954 -1.822
C -5.574 0.741 -1.266
F -5.505 2.064 -1.009
F -5.873 0.583 -2.580
C -6.758 0.124 -0.451
F -7.310 -0.915 -1.111
F -7.698 1.099 -0.374
C -6.466 -0.285 1.017
F -7.634 -0.609 1.609
F -5.630 -1.329 1.101
F -5.943 0.783 1.659
O 1.506 -0.937 -0.830
C 2.706 -0.212 -0.478
C 2.603 1.288 -0.660
C 2.021 1.991 0.563
C 1.946 1.676 -2.020
C 0.886 2.763 -1.927
C 3.043 2.196 -2.969
H 2.430 -5.346 1.873
H 2.553 -4.634 0.254
H 1.789 -6.166 0.472
H 0.214 -4.446 2.106
H -0.180 -5.125 0.564
H 0.480 -3.262 -0.596
H 1.237 -1.171 2.558
H -1.671 -2.810 2.617
H -0.602 -2.085 4.469
H -0.612 0.596 -0.578
H -1.372 -0.356 0.646
H -0.649 -2.025 -1.699
H -1.438 -0.615 -2.253
H 2.929 -0.419 0.567
H 3.526 -0.638 -1.042
H 3.630 1.639 -0.717
H 2.268 3.043 0.576
H 0.938 1.926 0.612
H 2.389 1.520 1.470
H 1.533 0.789 -2.492
H 1.231 3.634 -1.384
H -0.058 2.440 -1.495
H 0.662 3.100 -2.935
H 3.980 1.675 -2.797
H 2.780 2.065 -4.011
H 3.238 3.238 -2.734
C 6.063 4.523 2.126
C 5.073 3.696 1.329
O 5.387 2.302 1.385
H 7.074 4.369 1.749
H 5.826 5.585 2.067
H 6.056 4.225 3.177
H 5.094 3.982 0.278
H 4.056 3.848 1.706
H 5.365 2.039 2.309
*
```

=====

(3)
The following is a DFT calculation (the ωB97M-V functional and the def2-TZVPD basis) of a molecular structure, C19H32FGaN7O2PSSi.

As for the HOMO-LUMO gap: 6.87 eV. The HOMO energy comes out at -0.46350 Ha. The calculation puts the electronic energy at -4330.403236 Ha. As for the largest force on an atom: 0.3 eV/Å. Its energy above the lowest of the compared OMol25 structures with the same formula, charge and spin is 13.5 kcal/mol. The lowest unoccupied orbital energy is -5.74 eV.

Structure (ORCA input):
```
! wB97M-V def2-TZVPD RIJCOSX def2/J DEFGRID3
* xyz 2 1
Ga -0.260 0.585 0.082
C 0.075 2.921 3.790
C 0.224 2.030 2.608
N -0.653 1.888 1.680
N -1.824 2.587 1.792
C -2.625 2.468 0.773
N -3.825 3.092 0.847
S -2.306 1.537 -0.672
C 1.465 1.239 2.417
C 2.557 1.317 3.262
C 3.673 0.540 2.974
C 3.660 -0.284 1.862
C 2.528 -0.300 1.060
N 1.464 0.442 1.343
H -0.902 3.387 3.801
H 0.224 2.353 4.711
H 0.841 3.700 3.761
H -3.933 3.774 1.585
H -4.305 3.289 -0.015
H 2.547 1.975 4.119
H 4.545 0.587 3.612
H 4.513 -0.896 1.604
H 2.467 -0.899 0.160
C 1.116 3.136 -0.945
Si 1.623 1.732 -2.085
C 1.114 2.039 -3.841
C 3.490 1.570 -1.974
N 0.730 0.339 -1.481
C 0.716 -0.875 -2.196
C 1.891 -1.454 -2.689
C 1.875 -2.635 -3.417
C 0.680 -3.293 -3.667
C -0.505 -2.746 -3.198
C -0.455 -1.565 -2.496
F -1.645 -1.001 -2.096
H 1.519 4.063 -1.362
H 1.542 3.046 0.059
H 0.034 3.278 -0.865
H 1.679 2.865 -4.280
H 0.051 2.279 -3.909
H 1.302 1.151 -4.449
H 3.935 2.534 -1.716
H 3.921 1.263 -2.930
H 3.812 0.851 -1.218
H 2.832 -0.954 -2.491
H 2.805 -3.043 -3.790
H 0.665 -4.213 -4.233
H -1.463 -3.210 -3.392
N -1.363 -4.560 1.769
C -1.726 -3.206 2.325
P -1.958 -2.126 0.833
O -2.142 -3.125 -0.263
O -0.829 -1.119 0.882
C -3.584 -1.279 0.975
N -4.081 -1.077 -0.420
H -1.699 -4.548 0.776
H -1.781 -5.331 2.288
H -0.355 -4.705 1.749
H -0.932 -2.844 2.970
H -2.640 -3.311 2.905
H -3.524 -0.307 1.462
H -4.285 -1.918 1.511
H -5.091 -0.944 -0.458
H -3.805 -1.877 -1.005
H -3.619 -0.216 -0.792
*
```

=====

(4)
The following is a DFT calculation (the ωB97M-V functional and the def2-TZVPD basis) of a molecular structure, C19H32FO11STl in a non-equilibrium geometry.

As for the HOMO-LUMO gap: 1.33 eV. The HOMO energy comes out at -0.50475 Ha. The calculation puts the electronic energy at -2240.385807 Ha. As for the largest force on an atom: 4.6 eV/Å. Its energy above the lowest of the compared OMol25 structures with the same formula, charge and spin is 105.6 kcal/mol. The lowest unoccupied orbital energy is -12.41 eV.

Structure (ORCA input):
```
! wB97M-V def2-TZVPD RIJCOSX def2/J DEFGRID3
* xyz 2 1
Tl 2.901 -17.753 15.974
F 4.960 -18.417 11.985
O -0.631 -15.627 11.403
C -1.129 -15.139 10.339
O -0.559 -15.112 9.109
C -1.470 -14.662 8.111
C -2.645 -13.961 8.919
C -2.610 -14.746 10.272
H -1.688 -15.604 7.608
H -0.988 -14.097 7.313
H -3.604 -13.957 8.402
H -2.311 -12.926 9.001
H -3.298 -15.585 10.171
H -2.865 -14.132 11.136
O 5.278 -13.111 18.933
C 5.401 -12.078 19.466
O 6.301 -11.949 20.533
C 6.436 -10.643 20.954
C 5.584 -9.779 20.111
C 4.802 -10.698 19.226
H 7.451 -10.277 20.796
H 6.134 -10.627 22.001
H 6.298 -9.200 19.526
H 5.047 -9.025 20.687
H 4.897 -10.434 18.172
H 3.737 -10.547 19.405
O 1.148 -21.858 11.967
C 1.137 -22.501 10.924
O 0.974 -23.812 11.072
C 1.026 -24.596 9.819
C 1.539 -23.565 8.948
C 1.417 -22.110 9.492
H 0.033 -24.982 9.590
H 1.707 -25.427 9.998
H 0.972 -23.559 8.017
H 2.581 -23.792 8.723
H 0.516 -21.607 9.142
H 2.273 -21.484 9.238
O 8.784 -17.706 15.129
C 9.826 -18.016 14.562
O 10.611 -18.931 15.028
C 11.863 -18.936 14.301
C 11.864 -17.729 13.397
C 10.357 -17.467 13.320
H 11.818 -19.917 13.827
H 12.718 -18.899 14.975
H 12.173 -17.926 12.371
H 12.520 -16.884 13.606
H 9.927 -18.095 12.540
H 10.088 -16.448 13.040
O -2.322 -19.762 17.380
S -3.696 -20.192 17.130
O -4.088 -20.599 15.756
O -4.056 -21.419 18.169
C -4.032 -21.234 19.596
C -3.389 -22.514 20.192
C -4.960 -18.916 17.657
H -5.016 -20.907 19.933
H -3.401 -20.390 19.876
H -4.124 -23.261 20.494
H -2.836 -22.312 21.110
H -2.616 -22.905 19.531
H -5.826 -19.537 17.884
H -5.184 -18.236 16.835
H -4.479 -18.366 18.465
*
```

=====

(5)
The following is a DFT calculation (the ωB97M-V functional and the def2-TZVPD basis) of a molecular structure, C19H32IN4O3Si2Tc.

As for the HOMO-LUMO gap (spin up / spin down): 8.69 / 7.59 eV. The HOMO energy (spin up / spin down) comes out at -0.42179 / -0.41982 Ha. The calculation puts the electronic energy at -2145.335410 Ha. As for the largest force on an atom: 0.4 eV/Å. The expectation value of S² is 3.779. Its energy above the lowest of the compared OMol25 structures with the same formula, charge and spin is 8.3 kcal/mol. The lowest unoccupied orbital energy (spin up / spin down) is -2.79 / -3.83 eV.

Structure (ORCA input):
```
! wB97M-V def2-TZVPD RIJCOSX def2/J DEFGRID3
* xyz 1 4
Tc -0.519 -0.504 -0.443
N -1.567 0.748 -1.877
C -2.829 0.107 -2.330
C -2.675 -1.408 -2.248
O -3.121 -2.154 -3.084
O -1.996 -1.784 -1.183
H -1.746 1.688 -1.539
H -0.928 0.852 -2.666
H -3.095 0.414 -3.338
H -3.623 0.403 -1.643
C -1.274 -0.149 3.086
Si -1.415 0.810 1.474
C -3.245 1.124 1.159
C -0.489 2.430 1.656
C -0.909 3.405 2.569
C -0.163 4.553 2.774
C 1.023 4.742 2.071
C 1.442 3.790 1.157
C 0.692 2.630 0.933
Si 1.128 1.415 -0.429
C 2.938 0.883 -0.362
C 0.977 2.387 -2.045
H -1.310 0.573 3.906
H -0.338 -0.701 3.165
H -2.103 -0.846 3.225
H -3.723 1.427 2.095
H -3.761 0.226 0.810
H -3.416 1.926 0.436
H -1.825 3.267 3.135
H -0.498 5.300 3.482
H 1.612 5.635 2.236
H 2.362 3.960 0.607
H 3.496 1.423 -1.130
H 3.089 -0.180 -0.548
H 3.378 1.120 0.606
H 1.788 3.120 -2.064
H 0.049 2.958 -2.132
H 1.096 1.763 -2.936
N 2.255 -0.252 2.629
H 3.263 -0.294 2.521
H 2.044 -0.786 3.466
H 2.029 0.715 2.845
N -0.190 -3.024 -3.130
C 0.573 -1.940 -3.193
O 0.772 -1.201 -2.208
C 1.197 -1.591 -4.510
I -0.095 -0.181 -5.462
H -0.799 -3.138 -2.327
H -0.450 -3.511 -3.972
H 1.299 -2.438 -5.180
H 2.147 -1.093 -4.354
C 1.008 -4.552 1.749
C -0.297 -4.107 1.893
C -0.647 -2.889 1.348
N 0.238 -2.116 0.699
C 1.500 -2.545 0.564
C 1.920 -3.757 1.072
H 1.309 -5.508 2.155
H -1.043 -4.693 2.411
H -1.657 -2.510 1.418
H 2.175 -1.883 0.045
H 2.948 -4.063 0.940
*
```

=====

(6)
The following is a DFT calculation (the ωB97M-V functional and the def2-TZVPD basis) of a single C19H32N2O2 molecule.

As for the HOMO-LUMO gap: 9.16 eV. The HOMO energy comes out at -0.31290 Ha. The calculation puts the electronic energy at -1003.209302 Ha. As for the largest force on an atom: 0.4 eV/Å. The structure (SMILES) is CC(NCCCNC1CCCCC1)=C1C(=O)CC(C)(C)CC1=O. Its energy above the lowest of the compared OMol25 structures with the same formula, charge and spin is 9.8 kcal/mol. The lowest unoccupied orbital energy is 0.65 eV.

Structure (ORCA input):
```
! wB97M-V def2-TZVPD RIJCOSX def2/J DEFGRID3
* xyz 0 1
C -2.431 -1.022 1.534
C -1.176 -0.214 1.550
N -0.767 0.261 0.385
C -1.401 0.091 -0.895
C -0.779 1.056 -1.900
C -1.440 0.966 -3.289
N -1.247 -0.269 -4.015
H -1.553 -1.055 -3.453
C 0.090 -0.516 -4.543
C 0.275 -2.015 -4.773
C 1.636 -2.313 -5.394
C 1.799 -1.565 -6.712
C 1.622 -0.067 -6.491
C 0.260 0.227 -5.872
H 0.151 1.301 -5.714
H -0.536 -0.092 -6.547
H 1.717 0.465 -7.440
H 2.409 0.296 -5.825
H 2.785 -1.767 -7.136
H 1.048 -1.917 -7.424
H 1.738 -3.388 -5.557
H 2.424 -2.004 -4.703
H -0.518 -2.365 -5.437
H 0.180 -2.549 -3.823
H 0.877 -0.172 -3.849
H -2.520 1.109 -3.175
H -1.062 1.781 -3.909
H -0.892 2.076 -1.528
H 0.289 0.848 -1.984
H -1.274 -0.945 -1.241
H -2.477 0.288 -0.813
C -0.412 0.026 2.713
C 0.851 0.720 2.598
O 1.288 1.178 1.534
H 0.131 0.772 0.432
C 1.725 0.881 3.821
C 0.968 0.919 5.143
C 0.091 -0.330 5.176
C -0.894 -0.391 4.025
O -2.029 -0.783 4.249
H 0.723 -1.222 5.115
H -0.481 -0.390 6.104
C 0.104 2.178 5.229
H -0.597 2.224 4.399
H -0.465 2.185 6.156
H 0.728 3.069 5.202
C 1.955 0.899 6.312
H 2.572 0.004 6.284
H 1.421 0.917 7.259
H 2.609 1.768 6.271
H 2.417 0.032 3.821
H 2.326 1.782 3.678
H -3.287 -0.359 1.410
H -2.414 -1.719 0.698
H -2.565 -1.561 2.465
*
```